# C4H10O2

A single C4H10O2 molecule (ωB97M-V with the def2-TZVPD basis set, OMol25).

```
16
Properties=species:S:1:pos:R:3
C 1.841 -1.120 -0.360
O 1.576 0.415 0.320
C 0.394 0.879 -0.301
C -0.747 0.466 0.633
C -2.009 0.248 -0.153
O -0.374 -0.711 1.330
H 1.179 -2.024 -0.495
H 2.038 -0.661 -1.317
H 2.731 -1.345 0.212
H 0.147 0.518 -1.327
H 0.482 1.964 -0.402
H -0.871 1.243 1.402
H -2.769 -0.085 0.553
H -1.882 -0.510 -0.939
H -2.315 1.181 -0.641
H 0.577 -0.458 1.485
```

Values from the calculation:
HOMO level: -9.665 eV
strongest force on any atom: 0.0797 Eh/bohr
molecular weight: 90.12 g mol⁻¹
HOMO-LUMO gap: 10.6 eV
energy relative to the best compared isomer or geometry (same formula, charge and spin): 267.7 kJ/mol
SMILES: COC[C@@H](C)O

# C5H2N3O4S

2 unconnected molecules or ions with the total composition C5H2N3O4S (ωB97M-V with the def2-TZVPD basis set, OMol25).

```
15
Properties=species:S:1:pos:R:3
C -0.671 -0.455 -0.701
C 0.672 -0.161 1.474
C -0.441 -0.432 0.689
C -1.231 -1.009 1.706
C -3.690 0.920 -1.599
N 0.498 -0.575 2.726
N -0.700 -1.161 2.866
N -1.762 -0.828 -1.292
O -3.161 1.595 -0.829
O -4.276 0.579 -2.529
O -3.031 -3.093 -0.628
O -4.153 -0.910 -0.411
S -2.891 -1.671 -0.288
H 0.074 -0.128 -1.299
H 1.628 0.398 1.074
```

Values from the calculation:
HOMO level (spin up / spin down): -5.460 / -5.347 eV
strongest force on any atom: 0.0708 Eh/bohr
molecular weight: 200.16 g mol⁻¹
total charge: -1
HOMO-LUMO gap (spin up / spin down): 8.2 / 7.3 eV
energy relative to the best compared isomer or geometry (same formula, charge and spin): 155.6 kJ/mol

# C12H8Br2IReS4Sb

A molecular structure, C12H8Br2IReS4Sb (ωB97M-V with the def2-TZVPD basis set, OMol25).

```
29
Properties=species:S:1:pos:R:3
Re -1.645 -1.169 0.594
S -3.639 0.098 5.541
Sb -5.200 0.211 4.094
S -2.674 -2.934 0.644
S -2.674 0.340 1.583
S -6.874 0.304 2.784
Br 1.861 0.351 -0.755
C 1.020 1.256 -2.165
C 1.652 2.345 -2.747
C 1.048 3.022 -3.798
C -0.191 2.629 -4.282
C -0.850 1.549 -3.712
C -0.214 0.889 -2.672
I -1.287 -0.844 -2.054
H 2.621 2.655 -2.379
H 1.557 3.869 -4.240
H -0.655 3.155 -5.105
H -1.818 1.241 -4.085
Br 4.392 -2.070 2.921
C 2.667 -1.846 2.370
C 2.014 -2.895 1.679
C 0.718 -2.747 1.298
C 0.024 -1.497 1.516
C 0.697 -0.474 2.281
C 1.989 -0.639 2.671
H 2.546 -3.817 1.485
H 0.223 -3.567 0.794
H 0.184 0.448 2.520
H 2.507 0.136 3.219
```

Values from the calculation:
HOMO level (spin up / spin down): -17.269 / -17.269 eV
strongest force on any atom: 0.0080 Eh/bohr
molecular weight: 875.14 g mol⁻¹
total charge: +3
HOMO-LUMO gap (spin up / spin down): 5.1 / 5.1 eV
energy relative to the best compared isomer or geometry (same formula, charge and spin): 0.0 kJ/mol

- What is the formula in the second record?
  C5H2N3O4S